Formula: C5H11NO
Source: the Open Molecules 2025 dataset
Level of theory: ωB97M-V/def2-TZVPD

The energy above the lowest of the compared OMol25 structures with the same formula, charge and spin is 0.6455 eV. For the LUMO energy, the calculation gives 0.834 eV. The charge is 0. For the HOMO-LUMO gap, the calculation gives 11.1 eV. As for the HOMO energy: -10.3 eV. Its SMILES is CC(C)N=C=O.C.

```
18
Properties=species:S:1:pos:R:3:nbo_charge:R:1
C -1.402 -1.414 -0.258 -0.61
C -1.088 0.082 -0.284 -0.04
C -2.217 0.954 0.260 -0.61
N 0.128 0.328 0.469 -0.56
C 0.435 0.069 1.608 0.86
O 0.838 -0.130 2.691 -0.52
H -1.566 -1.758 0.773 0.21
H -0.557 -1.977 -0.665 0.22
H -2.296 -1.642 -0.847 0.22
H -0.852 0.402 -1.303 0.20
H -3.136 0.830 -0.323 0.21
H -2.427 0.683 1.302 0.21
H -1.933 2.011 0.219 0.22
C 3.253 0.328 -0.730 -0.86
H 3.588 1.300 -1.109 0.21
H 3.705 -0.473 -1.313 0.21
H 3.536 0.210 0.319 0.21
H 2.171 0.226 -0.798 0.22
```